(1)
The following is a DFT calculation (the ωB97M-V functional and the def2-TZVPD basis) of a structure of composition C19H31As2CoN2Si.

Structure (XYZ):
```
56
Properties=species:S:1:pos:R:3:forces:R:3
Co 0.3929 -0.9301 -0.5962 -0.2418 0.0797 -0.4236
C 3.4131 -1.4783 -2.5671 0.0102 0.0031 -0.0256
C 3.4201 -1.5714 -1.0711 -0.0727 0.0440 0.0361
C 4.5453 -1.9093 -0.3420 0.0030 0.0087 0.0490
C 4.4536 -1.9668 1.0495 0.0364 -0.0239 -0.0212
C 3.2710 -1.7041 1.7119 0.0342 -0.0143 -0.0230
C 2.1621 -1.3691 0.9310 -0.1318 0.1703 -0.1814
N 2.2826 -1.2997 -0.4254 0.0774 0.1331 0.1534
N 0.8767 -1.0636 1.2546 0.0547 -0.2682 0.2481
Si 0.3478 -0.5199 2.8306 0.0840 -0.0870 -0.0104
C -1.2725 0.3679 2.6028 -0.0604 0.1321 -0.0618
C 1.6258 0.6674 3.5118 0.0811 0.0818 0.0206
C 0.1104 -1.9499 3.9978 -0.0563 -0.0791 0.0563
H 4.0936 -0.6982 -2.9111 0.0159 -0.0078 0.0158
H 2.4128 -1.2502 -2.9351 -0.0039 -0.0009 0.0087
H 3.7385 -2.4172 -3.0149 0.0077 0.0037 0.0040
H 5.4748 -2.1216 -0.8501 -0.0006 -0.0069 0.0098
H 5.3300 -2.2356 1.6259 0.0048 0.0044 -0.0132
H 3.1979 -1.7727 2.7877 -0.0235 0.0098 -0.0095
H -1.1970 1.1947 1.8910 0.0078 -0.0116 -0.0122
H -1.6066 0.7881 3.5545 0.0202 -0.0165 0.0071
H -2.0569 -0.3036 2.2588 -0.0347 0.0019 -0.0006
H 2.2488 1.0818 2.7150 -0.0163 0.0203 0.0132
H 2.2923 0.1934 4.2346 0.0006 -0.0085 -0.0152
H 1.1427 1.5042 4.0216 -0.0043 -0.0197 0.0071
H -0.5813 -2.6848 3.5794 -0.0042 0.0003 0.0250
H -0.3016 -1.6036 4.9492 0.0004 -0.0130 -0.0044
H 1.0470 -2.4661 4.2187 0.0074 0.0090 -0.0342
C -3.2160 -1.9719 0.2183 -0.1029 -0.0190 -0.1210
As -1.9942 -1.0246 -0.9369 0.3879 0.1568 0.4761
C -2.5648 -1.6057 -2.6931 -0.0402 0.0094 -0.0177
C -2.5532 0.8255 -0.8871 -0.0620 -0.0338 -0.0332
C -3.8514 1.1964 -0.5574 -0.0191 0.0724 0.0127
C -4.1965 2.5390 -0.4972 0.0285 0.0044 -0.0064
C -3.2469 3.5129 -0.7720 -0.0320 -0.0129 0.0065
C -1.9530 3.1467 -1.1128 -0.0147 0.0176 -0.0380
C -1.5980 1.8034 -1.1738 0.0397 0.0242 0.0296
As 0.2054 1.2423 -1.6373 -0.1325 -0.4057 -0.0604
C 1.3233 2.6438 -0.9291 0.0566 0.0591 0.0043
C 0.2590 1.5474 -3.5498 0.0449 0.1111 -0.0399
H -4.2316 -1.8860 -0.1646 -0.0169 -0.0180 0.0302
H -3.1606 -1.5663 1.2221 -0.0442 -0.0187 0.0399
H -2.9305 -3.0218 0.2393 0.0192 -0.0024 -0.0095
H -3.6067 -1.3175 -2.8229 -0.0029 -0.0353 -0.0587
H -2.4661 -2.6861 -2.7783 0.0086 -0.0053 -0.0004
H -1.9581 -1.1253 -3.4579 -0.0080 -0.0031 -0.0190
H -4.6034 0.4508 -0.3303 0.0287 -0.0339 -0.0069
H -5.2054 2.8246 -0.2310 0.0042 0.0007 0.0011
H -3.5144 4.5598 -0.7186 0.0073 -0.0007 -0.0028
H -1.2272 3.9222 -1.3256 0.0246 -0.0189 -0.0032
H 1.1165 3.5800 -1.4446 0.0325 0.0237 0.0298
H 2.3665 2.3708 -1.0769 0.0038 0.0022 -0.0130
H 1.1317 2.7537 0.1364 -0.0091 -0.0131 0.0037
H -0.1398 2.5339 -3.7805 0.0123 0.0029 -0.0105
H -0.3370 0.7900 -4.0544 -0.0102 0.0068 -0.0082
H 1.2889 1.4805 -3.8976 0.0008 -0.0150 -0.0028
```
Positions in Å, forces in eV/Å.

Calculated values
Charge: +1
Maximum force: 0.63 eV/Å
E_LUMO (alpha / beta): -3.6 / -3.0 eV
Electronic energy: -190364.153 eV
Frontier orbital gap (alpha / beta): 7.0 / 7.6 eV
ΔE to the lowest compared entry with this formula, charge and spin: 18.3 kJ/mol
Spin multiplicity: 2

***

(2)
The following is a DFT calculation (the ωB97M-V functional and the def2-TZVPD basis) of a structure of composition C19H31BN2O26P2 at a distorted geometry.

Structure (XYZ):
```
81
Properties=species:S:1:pos:R:3:forces:R:3
N 2.8334 -0.4388 4.7455 -0.2803 0.4725 0.2879
P 1.4698 0.2176 4.4305 1.1969 -0.6547 0.3917
O 0.9826 1.3168 5.5760 -0.2543 -0.0715 -1.7990
P 0.6139 2.8351 5.1604 -0.9432 1.6930 2.2069
O 0.4610 3.6328 6.3678 0.1093 -0.2087 0.0673
O 1.7734 3.3911 4.2153 -0.0335 -0.8242 0.0467
C 3.1073 3.1908 4.6596 0.4397 0.1043 -0.4270
O 3.9663 3.5682 3.5986 0.2604 -0.0100 0.0662
N 3.6506 2.7183 2.5010 -0.3072 -0.6320 -0.0860
O 4.5753 2.4670 1.8495 0.1746 0.4599 0.0166
O -0.6901 2.8278 4.2770 1.2146 -0.5946 -0.8622
B -0.6179 2.5389 2.8768 -0.6944 -0.1422 -0.4521
O -1.2697 1.4320 2.4401 0.2375 0.0076 0.4009
O 0.0245 3.3403 1.9748 0.1040 -0.1393 0.4402
H 3.1945 -0.1255 5.6405 0.2631 -0.4109 0.0210
H 0.4025 -0.6788 4.2748 -0.2534 0.3114 -0.0404
H 1.5519 0.9543 3.2302 -0.5809 0.0270 0.0198
H 3.3564 3.7945 5.5256 -0.0878 0.3343 -0.0783
H 3.3198 2.1471 4.8802 -0.3032 -0.1621 0.0842
H -1.5624 0.8929 3.1834 -0.3908 -0.0939 -0.1421
H 0.9355 3.0432 1.8706 0.1105 0.2962 -0.2423
C 5.3708 -1.1581 1.1074 0.2854 0.0672 0.1257
C 5.5491 -1.3658 -0.3817 0.0552 0.0320 -0.0259
O 4.3069 -1.9911 -0.7457 -0.0111 0.0741 0.1255
C 3.3770 -1.6398 0.1795 0.0118 0.0488 0.0693
O 2.2089 -1.8363 0.0889 -0.0755 -0.1146 -0.2125
O 3.9548 -1.0260 1.2311 0.0577 0.0575 -0.0136
H 5.8653 -0.2658 1.4815 -0.1277 0.0690 0.0117
H 5.7012 -2.0181 1.6916 -0.0569 -0.0336 -0.0138
H 5.6418 -0.4271 -0.9299 -0.0493 0.0189 0.0241
H 6.3931 -2.0039 -0.6272 -0.1486 -0.1671 -0.0739
C 1.5396 -4.7444 -1.4528 0.0206 0.0956 -0.0492
C 0.3761 -4.4777 -0.5246 0.0661 0.2451 0.0491
O -0.2215 -5.7786 -0.4029 0.1291 0.0026 -0.1144
C 0.7254 -6.7028 -0.6737 -0.0300 0.0005 0.0279
O 0.6000 -7.8727 -0.5011 0.0096 -0.0372 -0.0087
O 1.8436 -6.1181 -1.1724 -0.0800 0.0386 -0.0085
H 2.3961 -4.1087 -1.2532 0.0899 -0.1320 0.0742
H 1.2672 -4.6531 -2.5068 -0.0350 -0.0534 0.0066
H 0.6910 -4.1396 0.4608 -0.0102 -0.0064 0.0092
H -0.3344 -3.7635 -0.9292 -0.1613 -0.1338 0.0340
C -4.1869 -2.4438 1.7651 -0.2523 0.3250 0.0414
C -3.9735 -3.6222 0.8443 -0.1897 -0.1025 -0.0903
O -2.5450 -3.7343 0.8117 0.0107 0.1289 0.1867
C -2.0549 -3.1696 1.9411 -0.0317 -0.0354 -0.0913
O -0.9212 -3.2443 2.2959 0.0866 0.0494 0.0334
O -3.0229 -2.5103 2.6122 -0.0508 -0.0280 -0.0522
H -5.0959 -2.5277 2.3577 0.1558 -0.0778 0.1955
H -4.1861 -1.4908 1.2260 0.0732 -0.4450 0.2960
H -4.3849 -4.5517 1.2440 0.0459 0.0058 0.0405
H -4.3674 -3.4572 -0.1538 0.1878 0.0453 -0.0897
C 6.5688 4.7810 1.0869 -0.1115 0.0590 0.0652
C 6.8905 6.2588 1.1669 -0.1317 0.0650 0.0059
O 8.3207 6.2572 1.1954 -0.0776 -0.0882 -0.0273
C 8.7557 5.1053 0.6248 0.0453 0.0166 -0.0032
O 9.8842 4.8739 0.3455 0.0215 -0.0139 -0.0063
O 7.7186 4.2541 0.4182 -0.0380 0.0905 0.0334
H 5.6659 4.5714 0.5200 0.1033 -0.0843 -0.1398
H 6.4882 4.3157 2.0690 0.0261 0.0266 0.0245
H 6.5559 6.8090 0.2857 0.0212 -0.0334 -0.0299
H 6.4883 6.7364 2.0563 0.1779 0.0217 0.0707
C -5.3695 -1.6901 -3.4431 -0.0711 -0.0451 -0.1872
C -4.7705 -0.3568 -3.8292 0.1933 0.0051 0.3647
O -4.5277 0.2453 -2.5393 0.0126 -0.1902 -0.0333
C -4.4202 -0.7344 -1.6288 0.0846 0.1454 0.0145
O -4.0569 -0.5815 -0.5021 -0.0457 0.1428 -0.4208
O -4.7804 -1.9287 -2.1548 -0.0503 0.0159 -0.0111
H -5.1179 -2.4892 -4.1334 0.1153 -0.0771 0.1242
H -6.4544 -1.6455 -3.3302 0.0114 0.0355 0.0514
H -3.8196 -0.4593 -4.3506 0.0085 -0.0036 0.0083
H -5.4291 0.2544 -4.4128 -0.0910 0.3247 0.1377
C -8.6474 0.6047 -7.7696 -0.1590 0.0603 -0.0394
C -8.2623 1.8181 -6.9478 -0.1412 0.1084 -0.0601
O -7.1999 1.3044 -6.1339 -0.0482 -0.0178 -0.0493
C -6.6632 0.2371 -6.7671 0.0813 -0.0577 -0.0985
O -5.6580 -0.3044 -6.4278 -0.1787 -0.0882 -0.3777
O -7.4163 -0.1277 -7.8239 -0.0426 0.0602 0.0518
H -8.9893 0.8540 -8.7698 0.1630 -0.0814 -0.0789
H -9.4009 -0.0124 -7.2784 0.0285 -0.0051 0.0402
H -7.8726 2.6329 -7.5590 0.0412 -0.0312 -0.0214
H -9.0724 2.1937 -6.3296 0.0948 -0.0597 0.1650
```
Positions in Å, forces in eV/Å.

Calculated values
Maximum force: 2.94 eV/Å
E_LUMO: -1.0 eV
Electronic energy: -95678.466 eV
Frontier orbital gap: 8.7 eV